Record 1
A structure of composition C26H32AlBBr2N8O2S2, computed with wB97M-V/def2-TZVPD.

Calculated values
Max |F|   0.3 eV/Å
E_tot   -212535.2686 eV
Energy above the lowest of the compared OMol25 structures with the same formula, charge and spin   5.6 kJ/mol
LUMO energy   -0.0088 eV
Orbital gap   0.2442 Eh

CARTESIAN COORDINATES (ANGSTROEM)
Al  0.437  0.061  -0.541
C  -0.965  -0.536  3.148
C  -0.104  -1.649  2.627
C  0.148  -2.770  3.456
C  0.903  -3.805  2.999
C  1.446  -3.749  1.696
C  2.250  -4.760  1.118
Br  2.658  -6.336  2.092
C  2.742  -4.618  -0.146
C  2.464  -3.462  -0.889
Br  3.198  -3.286  -2.615
C  1.690  -2.427  -0.392
O  1.482  -1.335  -1.061
C  1.163  -2.592  0.937
N  0.392  -1.570  1.411
H  -1.379  -0.795  4.122
H  -1.781  -0.316  2.461
H  -0.382  0.378  3.258
H  -0.278  -2.793  4.450
H  1.094  -4.671  3.618
H  3.355  -5.392  -0.586
C  -2.515  -3.288  1.134
N  -3.079  -1.981  0.854
C  -4.196  -1.453  1.474
C  -4.508  -0.323  0.802
N  -3.607  -0.166  -0.225
B  -3.810  0.803  -1.420
N  -2.796  2.016  -1.464
C  -3.044  2.982  -2.412
C  -2.227  4.028  -2.180
N  -1.466  3.695  -1.085
C  -0.505  4.592  -0.473
C  -1.810  2.450  -0.675
S  -1.062  1.617  0.653
C  -2.723  -1.170  -0.169
S  -1.405  -1.424  -1.232
H  -2.505  -3.454  2.209
H  -1.504  -3.325  0.739
H  -3.109  -4.064  0.650
H  -4.661  -1.935  2.314
H  -5.311  0.376  0.948
H  -4.908  1.290  -1.279
H  -3.704  0.196  -2.454
H  -3.795  2.835  -3.166
H  -2.103  4.965  -2.692
H  -0.905  5.603  -0.517
H  0.441  4.544  -1.004
H  -0.367  4.305  0.566
C  2.386  2.935  -0.700
C  1.578  2.462  -1.869
C  1.507  3.134  -3.062
C  0.780  2.319  -3.959
C  0.426  1.185  -3.274
C  -0.271  0.004  -3.871
N  0.888  1.256  -1.966
H  2.788  3.919  -0.949
H  3.237  2.283  -0.491
H  1.805  3.037  0.218
H  1.988  4.080  -3.270
H  0.570  2.507  -5.001
H  -0.156  0.051  -4.955
H  -1.336  -0.025  -3.644
H  0.169  -0.937  -3.536
C  4.240  -0.635  1.049
N  3.554  0.226  2.003
C  2.372  0.802  1.738
N  1.799  1.582  2.691
O  1.800  0.633  0.655
H  5.287  -0.345  0.982
H  3.774  -0.513  0.075
H  4.170  -1.683  1.344
H  3.952  0.350  2.918
H  2.348  1.966  3.440
H  0.997  2.110  2.373

---

Record 2
A structure of composition F6H2N3Na2O13S6 in a non-equilibrium geometry, computed with wB97M-V/def2-TZVPD.

Calculated values
Max |F|   10.1 eV/Å
E_tot   -121268.4184 eV
Energy above the lowest of the compared OMol25 structures with the same formula, charge and spin   100.0 kJ/mol
LUMO energy   0.3550 eV
Orbital gap   0.2565 Eh
Charge   -1

CARTESIAN COORDINATES (ANGSTROEM)
Na  1.048  0.274  -0.553
Na  0.748  3.244  -0.463
N  -0.978  1.578  -0.851
S  -2.259  1.154  0.196
O  -3.013  -0.043  -0.042
O  -2.840  2.292  0.883
F  -1.269  0.753  1.421
S  -1.984  1.565  -2.041
O  -3.126  2.461  -2.134
O  -2.115  0.250  -2.669
F  -1.053  2.193  -3.208
N  -0.994  -4.174  0.192
S  -0.778  -2.614  0.873
O  -1.677  -2.376  1.999
O  -0.332  -1.482  0.053
F  0.644  -2.961  1.477
S  -2.201  -3.686  -0.607
O  -1.929  -2.993  -1.853
O  -3.442  -3.241  0.074
F  -2.533  -5.177  -1.066
N  2.154  1.966  0.975
S  3.665  1.324  1.469
O  3.784  0.068  2.214
O  4.761  2.302  1.639
F  3.985  0.802  -0.019
S  1.656  1.887  2.433
O  2.206  2.747  3.469
O  1.182  0.546  2.893
F  0.319  2.650  2.069
O  1.920  -0.302  -2.635
H  2.806  -0.666  -2.636
H  1.643  -0.344  -3.551